{
  "formula": "C4H8N2O",
  "method": "the ωB97M-V functional and the def2-TZVPD basis",
  "de_lowest_kcal_mol": 85.9,
  "smiles": "[H]/N=C\\OC.C=C=N",
  "e_lumo_ev": 0.95,
  "e_tot_ev": -9302.6685,
  "charge": 0,
  "homo_energy_ev": -9.246,
  "homo_lumo_gap_ev": 10.2,
  "elements": ["H", "N", "C", "O", "C", "H", "H", "H", "H", "C", "C", "N", "H", "H", "H"],
  "coordinates": [[1.6403, -1.9049, 1.1573], [1.4941, -0.9526, 1.4476], [1.5329, -0.0135, 0.6319], [1.6866, -0.1161, -0.7008], [1.2486, 1.0029, -1.4863], [1.3202, 0.9493, 1.0218], [0.1452, 1.1643, -1.2727], [1.3797, 0.6939, -2.5553], [1.8673, 1.8667, -1.0307], [-1.8498, -1.0561, -0.3183], [-2.0896, -0.1421, 0.5954], [-2.0853, 0.8455, 1.3138], [-2.6585, -1.2882, -0.9188], [-1.1198, -1.8119, -0.1086], [-2.5118, 0.7627, 2.2237]],
  "forces_ev_per_angstrom": [[0.1, -0.1, -0.7], [0.2, -0.3, 1.4], [-0.6, -0.8, -0.7], [0.1, -0.8, -0.3], [-0.2, 0.6, 1.4], [0.0, 1.3, 0.1], [1.2, 0.0, -0.4], [0.2, 0.8, 1.1], [-1.1, -0.8, -1.7], [0.1, 0.3, 1.6], [1.0, 0.5, 0.1], [0.0, -0.2, -0.4], [-1.3, -0.5, -1.5], [0.5, 0.0, -0.1], [-0.3, -0.1, 0.2]]
}